Record 1
{"formula": "C32H64IO14PS2", "method": "ωB97M-V with the def2-TZVPD basis set", "species": ["C", "C", "S", "C", "C", "P", "O", "O", "S", "O", "O", "O", "C", "I", "H", "H", "H", "H", "H", "H", "H", "H", "H", "H", "C", "C", "O", "C", "H", "H", "H", "H", "H", "H", "C", "C", "O", "C", "H", "H", "H", "H", "H", "H", "C", "C", "O", "C", "H", "H", "H", "H", "H", "H", "C", "C", "O", "C", "H", "H", "H", "H", "H", "H", "C", "C", "O", "C", "H", "H", "H", "H", "H", "H", "C", "C", "O", "C", "H", "H", "H", "H", "H", "H", "C", "C", "O", "C", "H", "H", "H", "H", "H", "H", "C", "C", "O", "C", "H", "H", "H", "H", "H", "H", "C", "C", "O", "C", "H", "H", "H", "H", "H", "H"], "positions_angstrom": [[-0.6804, -3.8780, -0.4095], [-1.7727, -2.8059, -0.0346], [-0.9489, -1.2707, 0.5317], [-1.0876, -1.0700, 2.3419], [-0.6335, -2.2870, 3.1884], [1.2361, -2.3215, 3.2133], [1.7944, -1.0303, 3.8030], [-1.3130, -3.5264, 2.9398], [-2.8455, -3.2880, 3.5105], [-3.2971, -4.6305, 3.8777], [-3.8096, -2.5867, 2.6615], [-2.4501, -2.2267, 4.7035], [-1.0043, -2.0531, 4.7141], [-0.3821, -3.6146, 6.1026], [-1.1533, -4.8625, -0.4129], [-0.3400, -3.6255, -1.4210], [0.1582, -3.8312, 0.2941], [-2.3626, -2.6499, -0.9473], [-2.4417, -3.2625, 0.6998], [-0.4184, -0.2339, 2.5982], [-2.0868, -0.7560, 2.6809], [1.7327, -3.4055, 3.9949], [1.6926, -2.5656, 1.8819], [-0.8281, -1.0170, 5.0099], [2.5788, -0.0755, -2.7829], [2.9324, -0.7646, -1.4921], [2.8628, -1.9690, -1.3809], [3.3755, 0.1040, -0.3469], [2.2772, -0.8194, -3.5187], [1.7497, 0.6155, -2.6207], [3.4462, 0.4672, -3.1637], [2.5806, 0.8028, -0.0797], [4.2765, 0.6525, -0.6259], [3.5970, -0.5221, 0.5171], [0.1110, -9.0638, 4.8905], [0.2474, -7.7720, 4.1275], [1.2318, -7.5314, 3.4642], [-0.8875, -6.7901, 4.2149], [1.0001, -9.6725, 4.7344], [0.0083, -8.8571, 5.9570], [-0.7611, -9.6154, 4.5358], [-1.0352, -6.4790, 5.2483], [-1.8024, -7.2445, 3.8317], [-0.6546, -5.9144, 3.6149], [-4.8018, 0.2744, -0.7213], [-3.7119, 1.1971, -1.2004], [-2.5663, 0.8162, -1.2938], [-4.1006, 2.6087, -1.5563], [-4.3738, -0.7034, -0.5002], [-5.2542, 0.6740, 0.1887], [-5.5593, 0.1632, -1.4946], [-4.5227, 3.1098, -0.6826], [-4.8277, 2.5999, -2.3662], [-3.2151, 3.1543, -1.8808], [5.3189, 4.2826, -2.7691], [5.6732, 3.6027, -1.4728], [5.6020, 2.3967, -1.3564], [6.1174, 4.4789, -0.3342], [5.0169, 3.5344, -3.5006], [4.4912, 4.9755, -2.6111], [6.1847, 4.8231, -3.1543], [5.3267, 5.1779, -0.0725], [7.0145, 5.0258, -0.6143], [6.3391, 3.8578, 0.5325], [7.4252, -1.4639, 0.6128], [8.5380, -0.5632, 0.1434], [9.6786, -0.9605, 0.0638], [8.1696, 0.8497, -0.2223], [7.8292, -2.4486, 0.8416], [6.9676, -1.0522, 1.5140], [6.6715, -1.5652, -0.1702], [7.7439, 1.3601, 0.6428], [7.4492, 0.8477, -1.0396], [9.0631, 1.3845, -0.5420], [-9.0480, 1.0177, -2.1592], [-7.9589, 1.9428, -2.6363], [-6.8113, 1.5646, -2.7293], [-8.3514, 3.3516, -2.9919], [-8.6237, 0.0391, -1.9397], [-9.5029, 1.4162, -1.2510], [-9.8073, 0.9063, -2.9347], [-8.7760, 3.8497, -2.1182], [-9.0793, 3.3419, -3.8038], [-7.4751, 3.9022, -3.3169], [6.6373, 7.1088, 3.2845], [7.1375, 7.4770, 1.9129], [6.8295, 6.8301, 0.9364], [8.0357, 8.6807, 1.8047], [6.0040, 6.2261, 3.2144], [7.4800, 6.8866, 3.9408], [6.0518, 7.9304, 3.7002], [8.9386, 8.5261, 2.3975], [7.5105, 9.5699, 2.1567], [8.3191, 8.8283, 0.7642], [-9.4083, 7.6532, -4.0910], [-8.7230, 6.6916, -5.0259], [-8.0152, 5.8040, -4.6077], [-8.9544, 6.8792, -6.5021], [-9.1539, 7.4016, -3.0629], [-9.0772, 8.6723, -4.2966], [-10.4905, 7.5847, -4.2135], [-8.6037, 7.8649, -6.8115], [-10.0170, 6.7774, -6.7287], [-8.4027, 6.1204, -7.0539], [0.4041, -9.0579, -1.2825], [0.1733, -7.6371, -0.8374], [-0.6151, -6.9176, -1.4113], [0.9619, -7.1473, 0.3457], [-0.2273, -9.2749, -2.1426], [1.4483, -9.1933, -1.5685], [0.1498, -9.7468, -0.4753], [2.0299, -7.1989, 0.1281], [0.7349, -7.7486, 1.2238], [0.6959, -6.1134, 0.5514]], "atomic_forces_ev_per_a": [[-0.98, 1.02, 0.03], [0.79, -1.45, 0.18], [-0.06, 0.32, 0.05], [-0.38, -0.53, 0.23], [1.11, 0.36, 1.66], [2.12, 1.46, 0.25], [-1.40, -1.55, -0.84], [-1.27, 1.35, -0.05], [-3.09, -2.00, -0.86], [1.45, 2.52, 0.27], [2.47, -0.60, 1.21], [0.29, -0.94, -1.18], [-1.18, -0.24, -0.73], [0.37, 0.86, -0.07], [0.30, 0.09, -0.12], [0.29, -0.34, 0.31], [-0.15, -0.15, -0.21], [0.10, 0.64, 0.40], [0.08, 0.59, -0.02], [0.00, -0.29, -0.26], [0.19, -0.21, -0.36], [-0.71, -0.05, -0.58], [-0.47, -0.10, 0.41], [0.28, -0.43, 0.39], [-0.06, -0.22, -0.18], [-0.06, -0.22, 0.12], [0.02, -0.01, -0.01], [0.09, -0.25, 0.17], [0.00, 0.00, 0.04], [0.11, 0.13, 0.00], [-0.07, 0.17, 0.08], [0.10, 0.14, -0.08], [-0.14, 0.19, 0.00], [-0.05, 0.00, -0.02], [0.28, -0.12, -0.10], [0.08, 0.12, -0.06], [0.08, -0.06, 0.11], [0.15, -0.04, -0.23], [-0.02, 0.04, 0.00], [-0.19, -0.04, -0.01], [-0.10, 0.05, 0.16], [-0.22, -0.12, 0.00], [-0.09, 0.02, 0.18], [-0.02, -0.01, 0.01], [0.25, -0.33, 0.06], [0.17, -0.07, 0.01], [-0.05, 0.08, -0.18], [0.37, 0.13, -0.06], [0.05, 0.07, 0.06], [-0.16, 0.04, -0.09], [-0.12, 0.15, 0.10], [-0.18, -0.01, -0.08], [-0.16, 0.02, 0.15], [0.01, -0.05, 0.07], [-0.07, -0.28, -0.16], [0.03, -0.18, 0.17], [-0.06, 0.08, -0.12], [-0.09, -0.62, -0.12], [0.01, 0.01, 0.03], [0.12, 0.15, -0.01], [-0.08, 0.17, 0.06], [0.13, 0.19, -0.08], [-0.12, 0.21, -0.02], [-0.01, 0.02, -0.02], [0.15, -0.23, 0.03], [0.24, -0.02, 0.00], [-0.02, -0.02, 0.00], [0.34, -0.01, -0.08], [0.01, 0.04, -0.01], [-0.16, 0.05, -0.11], [-0.12, 0.11, 0.11], [-0.22, -0.01, -0.11], [-0.17, 0.08, 0.17], [0.01, -0.05, 0.03], [0.21, -0.26, 0.05], [0.06, 0.02, -0.02], [-0.24, -0.01, -0.14], [0.36, -0.16, 0.07], [-0.01, 0.03, -0.01], [-0.15, 0.05, -0.10], [-0.11, 0.11, 0.10], [-0.18, -0.01, -0.08], [-0.11, 0.07, 0.10], [-0.04, 0.00, -0.02], [-0.15, -0.22, -0.09], [-0.03, -0.08, -0.17], [0.09, 0.32, 0.25], [0.04, -0.03, -0.27], [0.02, 0.03, -0.02], [-0.03, 0.16, 0.09], [0.14, 0.04, 0.12], [-0.07, 0.12, 0.13], [0.10, 0.00, 0.16], [-0.02, -0.02, 0.03], [0.09, -0.11, 0.23], [0.13, -0.13, 0.04], [-0.03, 0.16, -0.08], [0.15, -0.22, -0.08], [0.01, -0.01, -0.04], [-0.17, 0.04, -0.08], [0.00, 0.17, -0.09], [-0.18, 0.06, -0.02], [-0.01, 0.19, -0.03], [-0.01, 0.02, 0.04], [-0.20, -0.01, -0.23], [-0.10, 0.28, -0.12], [0.00, -0.26, -0.03], [-0.17, 0.17, -0.15], [0.01, 0.03, 0.03], [0.03, -0.09, 0.16], [0.19, -0.03, 0.03], [0.02, -0.15, 0.14], [0.23, -0.08, -0.01], [0.02, -0.02, 0.01]], "lowdin_charge": [-0.154, -0.485, 0.904, -0.448, -0.651, 0.758, -0.442, -0.231, 0.675, -0.251, -0.239, -0.294, -0.643, 1.000, 0.051, 0.078, 0.038, 0.075, 0.045, 0.086, 0.083, -0.003, 0.029, 0.118, -0.018, -0.508, 0.047, -0.017, 0.081, 0.087, 0.080, 0.089, 0.055, 0.076, -0.020, -0.497, 0.052, -0.054, 0.082, 0.085, 0.086, 0.038, 0.095, 0.054, -0.015, -0.494, 0.022, -0.024, 0.072, 0.089, 0.060, 0.086, 0.059, 0.079, -0.017, -0.480, 0.032, -0.035, 0.079, 0.087, 0.087, 0.081, 0.080, 0.083, -0.021, -0.507, 0.061, -0.028, 0.080, 0.085, 0.083, 0.084, 0.068, 0.083, -0.019, -0.479, 0.047, -0.028, 0.082, 0.086, 0.086, 0.091, 0.087, 0.065, -0.017, -0.486, 0.049, -0.021, 0.083, 0.087, 0.087, 0.087, 0.086, 0.082, -0.021, -0.495, 0.057, -0.022, 0.082, 0.086, 0.086, 0.086, 0.086, 0.083, -0.024, -0.491, 0.059, -0.010, 0.080, 0.085, 0.084, 0.097, 0.063, 0.062], "charge": 0, "smiles": "CCSC[C@]1([PH2]=O)OS(=O)(=O)O[C@H]1I.CC(C)=O.CC(C)=O.CC(C)=O.CC(C)=O.CC(C)=O.CC(C)=O.CC(C)=O.CC(C)=O.CC(C)=O", "lumo_ev": -0.238}

Record 2
{"formula": "C5H4N2", "method": "ωB97M-V with the def2-TZVPD basis set", "species": ["C", "C", "C", "C", "N", "N", "C", "H", "H", "H", "H"], "positions_angstrom": [[-2.3354, 1.5161, -0.5242], [-1.4180, 0.7447, -0.3970], [-0.2536, -0.0444, -0.1607], [0.4267, -0.0808, 1.0403], [1.5608, -0.7717, 0.8138], [1.6738, -1.2055, -0.4506], [0.5743, -0.7813, -1.0488], [-3.1186, 2.2329, -0.6331], [0.1536, 0.3213, 2.0050], [2.3321, -0.9131, 1.4460], [0.4042, -1.0181, -2.0909]], "atomic_forces_ev_per_a": [[0.33, -0.28, 0.02], [-0.38, 0.30, -0.06], [0.13, 0.07, 0.10], [0.04, -0.02, -0.04], [0.03, 0.02, 0.16], [-0.24, 0.07, -0.05], [0.00, 0.01, -0.08], [0.07, -0.20, -0.02], [0.17, 0.02, -0.13], [-0.18, -0.08, -0.04], [0.01, 0.11, 0.15]], "lowdin_charge": [0.112, -0.107, -0.254, -0.050, -0.033, 0.030, -0.112, 0.024, 0.128, 0.151, 0.111], "charge": 0, "relative_energy_kcal_mol": 42.9, "smiles": "C#Cc1cn[nH]c1", "lumo_ev": 0.938}

Record 3
{"formula": "C14H7BrF2O3", "method": "ωB97M-V with the def2-TZVPD basis set", "species": ["F", "F", "Br", "O", "O", "O", "C", "C", "C", "C", "C", "C", "C", "C", "C", "C", "C", "C", "C", "C", "H", "H", "H", "H", "H", "H", "H"], "positions_angstrom": [[-3.3046, 3.2846, -1.4977], [-0.5079, 0.3257, -4.1767], [1.9519, 3.2513, -0.2594], [2.0577, -3.6570, 2.9546], [-1.5434, -1.3795, 0.5627], [2.3366, 0.9192, 1.3485], [1.5309, 1.5325, 0.5198], [0.3701, 0.8780, 0.3207], [-2.0858, 1.8986, -3.0822], [0.2380, -2.5662, 1.8251], [2.3189, -1.4259, 2.2207], [-1.7894, 1.8233, -0.6091], [-0.2576, 0.6476, -1.9996], [-2.4488, 2.3047, -1.7680], [-0.9962, 1.0194, -3.1342], [1.4992, -2.5437, 2.3674], [-0.2723, -1.5359, 1.0979], [1.7649, -0.3077, 1.6744], [-0.6224, 1.0176, -0.7352], [0.5410, -0.3509, 1.0661], [1.9597, -4.4801, 2.3455], [-1.6158, -0.5426, 0.0409], [-2.6663, 2.2376, -3.9547], [-0.4407, -3.4120, 1.8914], [3.3422, -1.1982, 2.6425], [-1.9648, 2.1744, 0.4380], [0.6050, 0.0850, -2.0992]], "atomic_forces_ev_per_a": [[-0.82, 0.13, -0.88], [-0.90, 0.94, -1.26], [0.04, -1.30, 0.74], [-0.30, -2.04, -1.26], [0.61, -1.03, 0.21], [2.11, -0.85, 1.47], [-1.64, 1.82, -1.35], [0.11, -1.37, 0.41], [-0.23, -0.12, 0.34], [-2.42, -1.32, -0.79], [2.10, 0.78, 2.04], [0.84, 0.05, 0.25], [-1.70, 0.95, -0.23], [1.96, -1.02, 1.37], [0.50, -0.91, 1.73], [2.16, 0.18, -0.31], [0.16, 4.19, -0.27], [-1.13, 0.70, -1.57], [-1.25, 2.60, -0.83], [-1.44, -0.74, -0.61], [0.03, 2.28, 1.57], [0.30, -0.97, 0.64], [0.51, -0.23, 0.50], [0.44, -0.33, 0.35], [-1.10, -1.37, -0.34], [-0.44, 0.05, -1.33], [1.53, -1.08, -0.59]], "lowdin_charge": [0.080, 0.070, 0.780, 0.008, 0.057, 0.058, -0.650, -0.160, 0.090, 0.030, 0.064, 0.060, 0.038, -0.248, -0.225, -0.317, -0.196, -0.189, -0.243, -0.053, 0.162, 0.083, 0.134, 0.138, 0.158, 0.150, 0.122], "charge": 0, "relative_energy_kcal_mol": 31.6, "smiles": "Oc1cc(O)c2c(-c3cc(F)cc(F)c3)c(Br)oc2c1", "lumo_ev": 0.432}

Q: Look up the charge of the third one.
A: 0